1.
36
Properties=species:S:1:pos:R:3 method="wB97M-V/def2-TZVPD" lumo_ev=-1.054 relative_energy_ev=0.0000 mol_weight_g_mol=589.52 energy_ev=-164755.11478 gap_ha=0.24826 multiplicity=1
Zn 0.122 -0.992 0.131
O 0.963 5.660 -1.035
C 1.815 5.027 -0.397
O 2.832 5.376 0.220
C 1.542 3.495 -0.327
C 2.449 2.636 0.283
C 2.145 1.297 0.395
N 0.997 0.790 -0.072
C 0.114 1.612 -0.678
C 0.353 2.960 -0.819
C -1.191 0.962 -1.115
O -2.194 1.646 -1.248
O -1.166 -0.334 -1.191
H 3.365 3.055 0.677
H 2.815 0.599 0.883
H -0.363 3.616 -1.296
Br 3.195 -5.415 -2.573
C 2.118 -4.094 -3.379
C 2.036 -4.062 -4.764
C 1.257 -3.104 -5.390
C 0.553 -2.176 -4.640
C 0.623 -2.199 -3.256
C 1.409 -3.158 -2.636
I 1.532 -3.194 -0.542
H 2.588 -4.789 -5.343
H 1.203 -3.085 -6.470
H -0.058 -1.426 -5.124
H 0.062 -1.477 -2.677
N -3.217 -0.196 0.902
C -2.095 -0.032 1.577
N -1.693 1.195 1.882
S -1.137 -1.415 2.044
H -3.607 0.587 0.391
H -3.382 -1.111 0.515
H -2.120 2.008 1.460
H -0.832 1.313 2.388

***

2.
39
Properties=species:S:1:pos:R:3 method="wB97M-V/def2-TZVPD" lumo_ev=-5.784 total_charge=+1 relative_energy_ev=0.5288 mol_weight_g_mol=563.28 energy_ev=-74180.93920 gap_ha=0.24279 multiplicity=1
Ce -1.161 1.819 -1.186
O -2.344 0.569 -2.593
C -2.560 -0.033 -1.515
O -2.866 0.611 -0.473
C -2.013 -1.422 -1.315
C -2.619 -2.641 -1.295
C -1.877 -3.775 -0.913
C -0.559 -3.649 -0.505
C 0.060 -2.406 -0.516
C -0.615 -1.245 -0.994
O -0.057 -0.107 -1.155
N 1.377 -2.285 0.020
O 2.030 -3.299 0.168
O 1.768 -1.175 0.339
N -2.521 -5.057 -0.874
O -1.858 -6.016 -0.534
O -3.697 -5.104 -1.179
H -3.660 -2.769 -1.554
H -0.007 -4.512 -0.162
C 3.020 1.037 3.951
C 2.084 1.332 2.830
C 0.789 0.818 2.824
C -0.073 1.133 1.791
N 0.275 1.922 0.767
C 1.519 2.413 0.768
C 2.440 2.153 1.765
H 2.866 0.023 4.314
H 2.817 1.717 4.780
H 4.055 1.170 3.647
H 0.463 0.160 3.615
H -1.093 0.742 1.768
H 1.783 3.060 -0.065
H 3.425 2.589 1.706
F -0.992 3.833 -0.871
Cl -1.660 3.303 -3.636
C 0.025 3.846 -3.523
Cl 0.968 2.472 -2.885
H 0.081 4.658 -2.795
H 0.384 4.114 -4.514

***

3.
35
Properties=species:S:1:pos:R:3 method="wB97M-V/def2-TZVPD" lumo_ev=2.526 total_charge=-1 relative_energy_ev=0.0000 mol_weight_g_mol=421.12 energy_ev=-105213.76091 gap_ha=0.22522 multiplicity=1
C 0.344 -2.396 1.638
C -1.051 -1.915 1.674
N -1.502 -0.685 1.514
C -2.877 -0.711 1.545
C -3.287 -2.005 1.792
C -4.601 -2.609 2.017
N -2.121 -2.742 1.865
H 1.025 -1.536 1.561
H 0.607 -2.973 2.535
H 0.473 -3.036 0.756
H -3.482 0.172 1.418
H -5.354 -1.813 2.086
H -4.906 -3.281 1.194
H -4.618 -3.199 2.948
H -2.056 -3.747 1.975
O -0.146 0.572 -4.667
C 0.729 0.928 -3.996
Co 2.012 1.454 -2.960
C 2.701 -0.096 -2.495
O 3.121 -1.141 -2.226
C 3.014 2.388 -4.042
O 3.643 2.971 -4.826
C 0.914 2.446 -1.631
C 0.366 1.694 -0.604
C -0.706 1.106 -0.049
Co 2.076 2.126 -0.268
C 2.722 0.582 0.373
O 3.191 -0.365 0.849
C 1.783 2.973 1.258
O 1.548 3.539 2.241
C 3.619 2.856 -0.791
O 4.606 3.353 -1.122
H 0.472 3.390 -1.981
H -0.758 1.088 1.046
H -1.501 0.615 -0.626